(1)
C37H91Cu2N6O15 | ωB97M-V/def2-TZVPD

## Properties
calculated total energy: -6201.17670 Ha
gap between HOMO and LUMO (alpha / beta): 6.7 / 3.6 eV
F_max: 4.64 eV/Å
spin multiplicity: 3
charge: +3
lowest unoccupied orbital energy (alpha / beta): -0.28622 / -0.40095 hartree
energy relative to the best compared isomer or geometry (same formula, charge and spin): 20.82 kJ/mol
⟨S²⟩: 2.02

Geometry as XYZ:
```
151
Properties=species:S:1:pos:R:3:mulliken_spin:R:1
Cu 3.19623 3.12032 0.70493 0.389
Cu 4.13650 -1.85258 1.86539 0.001
O 0.72947 -0.19294 -0.53384 -0.011
C 1.79727 0.13618 0.15827 -0.026
O 2.23957 1.28990 0.21003 0.064
O 2.48833 -0.75644 0.74039 0.017
H 0.78390 -1.15070 -0.49728 0.004
C -1.70143 1.42947 1.20649 -0.001
O -2.97959 2.08337 1.28739 0.005
C -3.76251 1.86468 0.11797 0.011
C -5.15314 2.58700 0.27155 0.038
N -6.13563 1.91665 1.17494 0.785
C -7.28874 2.74145 1.51136 0.034
C -8.14481 2.08695 2.58042 0.006
O -7.43136 2.05292 3.80588 0.009
C -8.21284 1.41658 4.82520 -0.001
H -1.10933 1.89093 0.41620 0.001
H -1.70289 0.37271 0.93935 0.000
H -1.21423 1.49096 2.17961 0.000
H -3.96549 0.80159 -0.01145 -0.014
H -3.21750 2.28759 -0.72596 0.002
H -5.68034 2.50459 -0.67891 0.009
H -4.95027 3.58856 0.65081 0.027
H -5.71328 1.69124 2.06428 -0.016
H -7.88047 2.95028 0.62011 0.016
H -6.94556 3.71600 1.85858 0.053
H -8.43117 1.07565 2.29167 0.001
H -9.08896 2.62896 2.63446 -0.001
H -8.51813 0.40154 4.57110 0.001
H -9.06442 2.04771 5.07933 0.001
H -7.52297 1.30009 5.66102 0.000
C 2.43868 -2.17274 -5.69085 0.000
O 2.76142 -0.95691 -5.01556 0.001
C 2.51592 -0.93932 -3.67962 0.005
C 2.91942 0.37255 -3.11955 -0.007
N 1.87022 1.40553 -3.11542 0.036
C 1.59852 1.83073 -4.51349 0.001
C 0.56025 2.99925 -4.61866 0.002
O -0.79353 2.47981 -4.56837 0.000
C -1.27658 2.19119 -3.27895 0.001
H 3.16607 -2.94707 -5.44710 0.000
H 2.49208 -1.87875 -6.73909 0.000
H 1.44622 -2.53347 -5.42068 0.000
H 3.05633 -1.77506 -3.23509 0.000
H 1.45145 -1.09049 -3.50024 0.000
H 3.81642 0.73829 -3.61928 -0.002
H 3.32326 0.18549 -2.12456 0.001
H 1.04848 0.98103 -2.70963 0.002
H 1.20706 1.06158 -5.17927 0.002
H 2.49968 2.21971 -4.98752 0.001
H 0.71976 3.42111 -5.61098 0.000
H 0.69010 3.79399 -3.88406 0.001
H -0.65493 1.46666 -2.75290 -0.001
H -2.35393 2.02874 -3.31101 0.000
H -1.24045 3.11813 -2.70660 0.000
C -0.34578 -2.03285 2.74312 0.000
O -1.68348 -1.72648 2.59803 0.001
C -2.26947 -1.30027 3.84126 -0.001
C -3.75987 -0.92061 3.65871 -0.002
N -4.59796 -2.01754 3.17825 0.026
C -5.93552 -1.52443 2.84331 0.031
C -6.47601 -2.50534 1.85608 0.005
O -5.78640 -2.37767 0.68376 -0.004
C -6.11439 -3.24917 -0.34554 -0.001
H 0.27462 -1.13664 2.74270 0.000
H 0.11405 -2.62886 1.95483 0.000
H -0.13239 -2.59103 3.65472 0.000
H -1.77137 -0.38616 4.16436 0.000
H -2.11346 -2.05399 4.61307 0.000
H -3.77416 -0.03755 3.01989 0.000
H -4.26931 -0.62415 4.57559 0.000
H -4.24379 -2.27833 2.26905 0.000
H -5.89571 -0.56588 2.32589 -0.022
H -6.60482 -1.46052 3.70124 0.001
H -7.51340 -2.28723 1.60235 -0.001
H -6.37204 -3.54337 2.17194 0.002
H -5.85922 -4.28220 -0.10926 0.000
H -5.45693 -2.94077 -1.15840 0.000
H -7.11488 -3.25188 -0.77811 0.000
C 5.39923 -3.21229 -0.92825 0.000
O 5.75527 -2.74940 0.39896 0.000
C 6.84541 -3.43632 0.96099 0.000
C 7.16190 -2.70759 2.30665 0.000
N 5.92235 -2.60520 3.16505 0.000
C 6.09855 -1.72212 4.34450 0.000
C 4.72804 -1.28616 4.95936 0.000
O 3.90403 -0.84757 3.94856 0.000
C 2.67395 -0.25551 4.35852 0.000
H 4.52609 -2.69589 -1.32705 -0.001
H 5.08321 -4.25515 -0.95385 0.000
H 6.26864 -3.09372 -1.57492 0.000
H 7.74564 -3.31937 0.35766 0.000
H 6.76708 -4.51517 1.09539 0.000
H 7.47791 -1.67502 2.15822 0.000
H 8.02234 -3.09868 2.84957 0.000
H 5.81117 -3.49995 3.62019 0.000
H 6.59413 -0.81309 4.00368 0.000
H 6.80216 -2.17069 5.04580 0.000
H 4.73802 -0.52431 5.73885 0.000
H 4.26009 -2.20373 5.31598 0.000
H 2.11785 -1.03127 4.88489 0.000
H 2.10634 0.10489 3.50059 0.000
H 2.71207 0.58330 5.05352 0.000
C 0.59381 -5.27214 -3.97564 0.000
O 1.51201 -4.30321 -3.48393 0.000
C 1.75481 -4.30703 -2.09742 0.000
C 0.44000 -4.20496 -1.24624 0.000
N -0.31987 -2.97623 -1.54599 0.000
C -1.51390 -2.81277 -0.66338 0.000
C -2.49408 -1.79547 -1.13903 0.002
O -2.97871 -2.19982 -2.47923 0.000
C -4.00783 -1.34760 -3.04901 0.000
H 0.76031 -6.20532 -3.43751 0.000
H 0.80904 -5.44864 -5.02950 0.000
H -0.43776 -4.94724 -3.84003 0.000
H 2.40167 -3.45974 -1.86983 0.000
H 2.34293 -5.17671 -1.80438 0.000
H 0.66893 -4.12947 -0.18323 0.000
H -0.08596 -5.15041 -1.37896 0.000
H -0.67445 -3.00548 -2.49125 0.000
H -1.16646 -2.47723 0.31376 0.000
H -2.06234 -3.74317 -0.51621 0.000
H -1.89501 -0.89177 -1.25091 0.000
H -3.35568 -1.50409 -0.53832 -0.001
H -3.61348 -0.33231 -3.09123 0.000
H -4.94066 -1.21921 -2.49995 0.000
H -4.19058 -1.77203 -4.03621 0.000
C -0.01012 4.56180 1.11763 -0.001
O 1.22299 4.30253 0.36842 0.013
C 1.03887 4.61374 -1.02872 -0.015
C 2.42501 4.78767 -1.73742 0.036
N 3.21942 3.59830 -1.57113 0.374
C 4.60314 3.79773 -2.06009 0.004
C 5.25632 4.97487 -1.33752 0.005
O 5.44995 4.74557 0.04129 0.014
C 6.28339 5.74843 0.69789 -0.002
H -0.81991 3.98362 0.67263 0.000
H -0.31945 5.60673 1.14086 0.000
H 0.08105 4.31287 2.17491 0.000
H 0.46431 5.52813 -1.17658 -0.002
H 0.60517 3.66020 -1.32999 0.007
H 2.79552 5.69101 -1.25286 0.013
H 2.30115 5.00310 -2.79871 0.018
H 2.77608 2.82897 -2.05248 0.018
H 4.55138 4.05542 -3.11792 0.023
H 5.26462 2.93823 -1.95145 0.011
H 4.79630 5.94365 -1.53227 0.001
H 6.23206 5.09114 -1.80925 0.000
H 7.18339 5.98397 0.12988 0.002
H 6.61087 5.43606 1.68950 0.000
H 5.80382 6.72004 0.81652 0.000
```

(2)
C15H43N3O11 | ωB97M-V/def2-TZVPD

## Properties
calculated total energy: -1589.06795 Ha
gap between HOMO and LUMO: 9.8 eV
F_max: 3.86 eV/Å
spin multiplicity: 1
lowest unoccupied orbital energy: 0.01521 hartree
structure (SMILES): COCCNCCOC.NC(N)=O.OCCO.OCCO.OCCO.OCCO
energy relative to the best compared isomer or geometry (same formula, charge and spin): 134.99 kJ/mol

Geometry as XYZ:
```
72
Properties=species:S:1:pos:R:3:mulliken_charge:R:1
C 1.94230 0.75834 1.20721 0.742
O 1.14660 1.68158 0.97769 -0.704
N 1.59851 -0.50996 1.21102 -0.117
N 3.15084 0.90505 1.68586 -0.394
H 0.72913 -0.95737 0.95784 -0.045
H 2.30036 -1.11560 1.61191 0.078
H 3.60933 0.04221 1.94158 0.142
H 3.29831 1.81387 2.10107 0.216
C 1.12450 -1.53220 -4.03124 -0.665
O 1.25986 -1.00005 -2.79155 -0.372
C 0.42462 0.10531 -2.48994 0.061
C -1.06816 -0.25459 -2.77166 -1.207
N -1.37148 -1.46956 -2.11501 0.073
C -2.66433 -1.93007 -2.62595 -0.942
C -3.30494 -3.09411 -1.93849 -0.265
O -2.35103 -4.19900 -1.69480 -0.384
C -2.77034 -5.03095 -0.66130 -0.634
H 1.81942 -2.36974 -4.09209 0.214
H 1.45750 -0.80730 -4.77402 0.290
H 0.08871 -1.84859 -4.15425 0.314
H 0.73424 1.02577 -2.98490 0.384
H 0.59627 0.33816 -1.43903 -0.348
H -1.14426 -0.29786 -3.85814 0.549
H -1.70597 0.49532 -2.30376 0.566
H -0.66744 -2.18841 -2.20266 0.239
H -2.47533 -2.16018 -3.67449 0.561
H -3.47362 -1.20352 -2.69875 0.383
H -4.06585 -3.55801 -2.56612 0.497
H -3.73805 -2.70469 -1.01715 -0.107
H -3.73330 -5.40177 -1.01243 0.324
H -2.98556 -4.42050 0.21570 0.222
H -2.07242 -5.85203 -0.49747 0.224
C 3.89073 6.16045 1.70906 -0.389
C 3.99908 4.59072 1.39166 0.083
O 4.51334 3.83053 2.49941 -0.567
O 5.06821 6.94247 1.54328 -0.531
H 3.47101 6.31623 2.70287 0.255
H 3.15478 6.55989 1.01125 0.278
H 4.66726 4.42384 0.54679 0.298
H 3.06627 4.10875 1.09895 -0.054
H 5.44550 3.63055 2.38678 0.303
H 4.88455 7.71100 0.99809 0.322
C 0.57755 -3.40609 2.56794 0.049
C 0.01584 -4.66847 3.25367 -0.451
O -0.38054 -4.25823 4.50002 -0.528
O 1.99134 -3.51793 2.40764 -0.585
H 0.35732 -2.52116 3.16502 0.398
H 0.03474 -3.14783 1.65868 -0.120
H 0.70564 -5.51127 3.29807 0.361
H -0.82934 -5.03792 2.67293 0.230
H 0.42204 -4.32019 5.02312 0.315
H 2.11424 -4.10623 1.65904 0.331
C -0.53935 4.94375 -1.38836 -0.579
C -0.39081 3.44251 -1.24328 0.128
O -1.25740 2.88840 -0.28798 -0.574
O 0.63791 5.60291 -1.85212 -0.529
H -0.91687 5.36002 -0.45439 0.348
H -1.33185 5.09850 -2.12054 0.270
H 0.60038 3.22935 -0.84302 0.103
H -0.35276 2.84682 -2.15531 0.161
H -0.75625 2.35588 0.33402 0.402
H 0.95651 5.15318 -2.63815 0.294
C -2.76734 -0.11563 1.06459 -0.742
C -3.70514 -1.10824 1.58605 -0.502
O -3.15565 -2.03555 2.42605 -0.593
O -1.55604 -0.62629 0.52446 0.226
H -2.42916 0.47626 1.91512 0.425
H -3.28000 0.71816 0.58494 0.418
H -4.18398 -1.61628 0.74897 0.128
H -4.56928 -0.72643 2.12972 0.382
H -2.19603 -2.01883 2.44743 0.315
H -1.66510 -0.90705 -0.38706 0.025
```

(3)
C3H6INO | ωB97M-V/def2-TZVPD

## Properties
calculated total energy: -545.50966 Ha
gap between HOMO and LUMO: 10.4 eV
F_max: 5.69 eV/Å
spin multiplicity: 1
lowest unoccupied orbital energy: 0.02725 hartree
energy relative to the best compared isomer or geometry (same formula, charge and spin): 189.31 kJ/mol

Geometry as XYZ:
```
12
Properties=species:S:1:pos:R:3:nbo_charge:R:1
C -0.80070 2.90489 0.67088 0.277
C 0.97146 -1.04658 0.49563 -0.712
C 0.85215 -0.00235 -0.63790 0.466
N -1.64654 3.09902 -0.08600 -0.722
O -0.19238 0.23536 -1.14608 -0.538
I -3.40582 -0.26445 0.00523 -0.163
H 0.03895 -1.72037 0.67162 0.229
H 1.78309 -1.78430 0.26853 0.226
H 1.12020 -0.50608 1.31716 0.227
H 1.69273 0.61378 -0.81195 0.118
H -2.13724 3.01455 -0.93736 0.445
H -2.07520 -0.66648 -0.91956 0.146
```

(4)
C33H34Br2N7O3SV | ωB97M-V/def2-TZVPD

## Properties
calculated total energy: -8377.00699 Ha
gap between HOMO and LUMO (alpha / beta): 5.4 / 5.7 eV
F_max: 2.52 eV/Å
spin multiplicity: 4
charge: -1
lowest unoccupied orbital energy (alpha / beta): 0.08351 / 0.08343 hartree
⟨S²⟩: 4.17

Geometry as XYZ:
```
81
Properties=species:S:1:pos:R:3:mulliken_spin:R:1
V -3.68788 -17.12281 -10.90045 2.531
C -3.20887 -14.18000 -12.65423 0.055
C -2.06987 -15.16683 -12.85062 0.048
C -0.88833 -14.76110 -13.53342 -0.026
C 0.08924 -15.68780 -13.74974 0.029
C -0.06377 -17.01334 -13.36822 0.000
C 0.81927 -18.07929 -13.62259 0.018
Br 2.39399 -17.71948 -14.63184 0.000
C 0.56509 -19.37263 -13.22156 -0.008
C -0.57313 -19.63568 -12.45827 0.015
Br -1.04422 -21.35329 -11.93480 0.001
C -1.57828 -18.62519 -12.19438 -0.021
O -2.60279 -18.85115 -11.48976 -0.059
C -1.25490 -17.32566 -12.67919 0.035
N -2.19937 -16.38450 -12.33909 0.026
H -3.28697 -13.60602 -13.56577 0.003
H -2.97768 -13.54277 -11.76659 0.002
H -4.15679 -14.70432 -12.47891 -0.014
H -0.78788 -13.75429 -13.89611 0.000
H 0.98081 -15.37170 -14.25750 0.003
H 1.14628 -20.23468 -13.53027 0.000
N -5.12536 -20.25321 -10.23669 -0.020
N -4.98780 -20.22107 -8.79620 0.016
C -4.11055 -19.36399 -8.18567 0.078
N -3.57594 -19.71487 -6.97973 0.006
N -3.88975 -18.17262 -8.70687 -0.035
N -2.62799 -17.61074 -8.25175 0.510
O -2.09302 -16.87469 -9.24502 0.126
O -2.29611 -17.41507 -7.03935 0.250
H -4.20290 -20.15586 -10.66282 0.004
H -5.59232 -19.39681 -10.52986 0.027
H -5.39306 -20.93874 -8.21274 -0.003
H -3.24148 -20.64615 -6.95210 0.001
H -3.07615 -18.89149 -6.57154 0.007
C -7.19161 -17.30539 -10.26257 -0.019
C -6.73786 -17.28817 -11.71518 0.061
C -7.65449 -18.34420 -12.42224 -0.011
C -5.29103 -17.66041 -11.88368 -0.693
C -6.92581 -15.93061 -12.35348 -0.038
C -7.51422 -14.82618 -11.70411 -0.021
C -7.81815 -13.61349 -12.35642 0.004
C -7.45149 -13.47229 -13.71333 -0.010
C -6.84170 -14.53907 -14.38221 -0.002
C -6.59778 -15.73356 -13.72826 -0.041
H -7.23543 -18.36423 -9.91417 0.012
H -8.19183 -16.92519 -10.14460 0.001
H -6.46931 -16.83161 -9.54109 0.004
H -7.68217 -19.20340 -11.77463 -0.008
H -7.32321 -18.64191 -13.40928 0.002
H -8.68257 -18.01922 -12.54567 -0.001
H -5.08226 -18.35813 -12.69653 0.089
H -7.66823 -14.87252 -10.61282 -0.002
H -8.32612 -12.82833 -11.77498 0.000
H -7.70538 -12.48510 -14.16425 -0.001
H -6.50152 -14.45255 -15.37938 0.000
H -6.14678 -16.55464 -14.25049 0.017
N -4.70118 -15.33614 -10.01742 -0.043
S -4.24011 -14.99998 -8.53851 0.052
C -5.66676 -14.23882 -7.71149 -0.008
C -5.87648 -14.72015 -6.43247 0.000
C -7.03846 -14.29263 -5.71360 0.002
C -7.93792 -13.43435 -6.33289 0.001
C -7.67830 -12.96454 -7.63102 0.000
C -6.55407 -13.36885 -8.32423 0.001
C -3.02778 -13.69122 -8.33727 -0.001
C -2.95289 -12.84993 -7.25222 -0.004
C -1.74129 -12.21842 -6.90006 0.001
C -0.60625 -12.42622 -7.63518 0.000
C -0.70838 -13.20949 -8.75762 0.005
C -1.87972 -13.87414 -9.09237 0.003
H -5.19694 -14.57894 -10.53412 0.018
H -5.09385 -15.33466 -5.93066 0.009
H -7.17389 -14.53408 -4.64845 0.000
H -8.82852 -13.10296 -5.82478 0.000
H -8.32995 -12.36832 -8.18907 0.000
H -6.38902 -12.96663 -9.32414 -0.001
H -3.90021 -12.66996 -6.71520 0.001
H -1.65144 -11.69684 -5.96596 0.000
H 0.33208 -12.01356 -7.31009 0.000
H 0.14449 -13.41877 -9.36270 0.000
H -1.93656 -14.44262 -9.98263 0.014
```